1.
One molecule with the formula C4H7Cl2F in a non-equilibrium geometry. Source: the Open Molecules 2025 dataset; level of theory: wB97M-V/def2-TZVPD.

## Properties
ΔE to the lowest compared entry with this formula, charge and spin in kcal per mole: 16.8
SMILES: CC(C)(Cl)[C@H](F)Cl
HOMO energy in eV: -10.89

```
! wB97M-V def2-TZVPD RIJCOSX def2/J DEFGRID3
* xyz 0 1
Cl -0.571 -0.716 -1.975
Cl 2.608 -0.562 -0.667
F 1.267 1.274 -1.277
C -0.974 1.149 0.109
C -0.159 -0.181 -0.298
C -0.309 -1.444 0.645
C 1.234 0.404 -0.324
H 1.498 0.913 0.579
H -0.706 2.042 -0.520
H 0.078 -2.371 0.209
H -0.867 1.442 1.163
H 0.286 -1.272 1.546
H -1.331 -1.654 0.949
H -2.054 0.976 -0.139
*
```

These are the Löwdin partial charges, in e, on atoms 1 to 4: 0.6540 0.7301 -0.0552 -0.0759

2.
A 15-piece molecular cluster, C45H120O45S15 overall in a non-equilibrium geometry. Source: the Open Molecules 2025 dataset; level of theory: wB97M-V/def2-TZVPD.

## Properties
ΔE to the lowest compared entry with this formula, charge and spin in kcal per mole: 127.1
HOMO energy in eV: -10.24

```
! wB97M-V def2-TZVPD RIJCOSX def2/J DEFGRID3
* xyz 0 1
S 4.802 7.849 3.835
S 2.327 -6.688 0.396
S -4.268 0.007 3.607
S -1.801 5.785 -0.341
S 4.395 2.739 4.903
S -0.475 -1.595 -1.501
S 4.947 0.323 0.572
S -2.212 4.950 4.861
S -5.668 -1.392 -4.860
S 3.174 4.052 -1.726
S 1.460 -1.461 -7.554
S -1.724 1.956 -4.600
S -2.909 -5.892 -1.881
S -6.578 -3.302 0.273
S 0.122 -2.148 2.990
O 2.848 3.255 -0.551
O -3.541 -7.006 -2.597
O 2.327 -2.426 -6.510
O -6.355 -2.340 -5.785
O -0.559 -1.131 -2.879
O -1.218 -2.563 2.492
O -1.953 4.009 5.935
O -2.045 5.935 -1.748
O 4.776 3.159 3.600
O 4.915 0.882 -0.781
O -6.902 -3.522 1.649
O -3.266 0.562 2.733
O 3.606 3.138 -3.020
O -2.554 2.930 -5.688
O 0.204 -2.144 -7.734
O 3.372 7.832 4.249
O -0.862 5.085 4.021
O 1.864 -6.127 -0.852
O 4.876 7.366 2.243
O 5.763 2.710 5.870
O -2.600 1.641 -3.464
O -2.694 6.343 4.963
O 1.545 -6.648 1.641
O -5.158 -3.122 -0.086
O 4.120 5.155 -1.669
O 5.813 0.722 1.653
O -2.508 4.323 0.103
O -0.414 2.610 -4.430
O -0.434 5.860 0.268
O -3.773 0.032 5.242
O 4.750 -1.351 0.583
O 1.545 -0.107 -6.985
O 0.268 -2.772 4.483
O -4.031 -1.475 -4.987
O -3.115 -6.152 -0.214
O 0.059 -2.922 -1.139
O -5.656 0.540 3.532
O 0.274 -0.371 -0.655
O 3.916 -6.339 0.711
O 5.624 9.055 4.038
O 0.558 -0.769 2.989
O -5.928 0.028 -4.797
O 3.371 3.465 5.624
O -7.478 -1.974 -0.318
O -3.186 -4.502 -2.304
C 2.949 1.924 -3.240
C 4.892 -6.167 -0.366
C 8.237 2.916 6.175
C 1.346 4.251 3.195
C -4.349 2.780 0.305
C -4.425 -1.731 3.278
C -4.739 3.717 -4.915
C -3.263 4.144 3.650
C 2.405 -3.981 -4.607
C -1.570 0.889 5.799
C -7.592 -0.890 0.472
C 1.366 -3.185 2.158
C 3.300 0.609 1.382
C 1.827 -3.241 6.359
C 3.824 1.167 -4.331
C -2.070 -1.437 -0.729
C 2.853 7.174 0.862
C -5.803 -2.055 -3.072
C -3.291 -2.666 -5.223
C -2.614 -5.131 0.713
C -3.952 2.707 -5.738
C -1.084 -6.178 -1.976
C 5.643 6.351 4.649
C -0.024 3.904 3.763
C -0.006 1.030 -0.997
C 7.087 2.538 5.292
C 6.068 -5.398 0.185
C 2.666 -8.557 0.042
C 3.929 6.487 1.733
C 2.641 -1.564 -9.027
C -1.437 0.469 -5.756
C -0.319 1.655 0.391
C -2.962 6.919 0.576
C -3.596 3.825 -0.654
C 1.602 4.728 -2.399
C 1.789 -2.765 -5.219
C -2.455 -0.372 5.563
C 1.054 -2.166 5.463
C -1.981 -5.971 1.796
C -3.182 -2.962 -6.673
C -6.247 -0.158 0.411
C 4.108 -1.938 -0.511
C 5.092 -2.325 -1.634
C 4.087 0.866 4.901
C -7.356 -4.607 -0.753
H -2.956 3.161 3.293
H -5.435 -0.756 0.825
H 5.660 -1.491 -2.046
H -6.304 0.758 1.000
H -4.185 4.588 -1.163
H 1.188 -4.036 6.746
H 2.223 7.906 1.368
H 5.320 -7.115 -0.690
H -0.555 0.922 1.163
H 1.950 4.795 3.920
H -0.880 -7.212 -1.699
H -0.771 -6.086 -3.016
H -3.134 3.240 -1.449
H 8.516 3.960 6.033
H -3.368 -4.417 1.043
H -1.026 -6.397 1.489
H -2.113 -0.990 4.733
H -5.354 -2.114 3.699
H -2.772 6.737 1.634
H 1.848 5.034 -3.416
H -1.837 -4.592 0.171
H 4.867 0.909 -4.147
H -4.568 3.538 -3.853
H 3.376 -1.233 -0.907
H -5.959 0.113 -0.605
H -3.817 1.878 0.608
H 4.467 -5.743 -1.276
H -4.369 -2.013 2.226
H -3.636 -3.459 -4.560
H -2.589 -0.919 6.496
H -4.347 4.713 -5.120
H -0.568 3.423 2.950
H 3.083 -0.093 2.186
H 1.306 4.926 2.340
H 3.340 1.616 1.797
H 1.350 5.531 -1.707
H -1.677 -5.319 2.614
H -0.822 1.087 -1.717
H 3.431 5.918 2.518
H -2.007 -1.811 0.293
H 1.652 -8.950 -0.032
H -1.507 1.552 4.936
H 3.765 1.748 -5.252
H -2.535 -0.453 -0.670
H -3.212 4.666 2.694
H 1.856 3.324 2.931
H -4.093 -3.357 -7.123
H -2.668 -2.019 -1.430
H -7.825 -1.084 1.519
H -2.709 -6.685 2.182
H 3.055 0.721 4.579
H -4.317 4.084 3.921
H 9.088 2.293 5.898
H -5.205 -1.428 -2.410
H 3.547 -2.800 -0.149
H 1.246 -4.223 2.467
H 5.723 -4.401 0.457
H -0.559 0.800 6.196
H -4.279 2.779 -6.775
H 7.090 2.896 4.263
H -7.069 -5.591 -0.382
H 2.058 -1.311 -9.913
H 4.407 5.682 1.174
H 3.489 -3.949 -4.492
H 6.156 6.722 5.537
H -6.861 -1.997 -2.818
H 4.564 -2.819 -2.450
H 3.275 -8.516 -0.861
H -0.876 0.920 -6.575
H -8.428 -4.581 -0.558
H -7.137 -4.536 -1.818
H 6.472 -5.915 1.056
H -1.111 2.394 0.269
H 2.528 0.567 0.614
H 1.083 -3.247 1.107
H -4.018 6.663 0.492
H 7.956 2.739 7.213
H 4.789 0.310 4.279
H 2.328 -2.809 2.504
H 0.411 -1.581 6.121
H -0.849 -0.313 -5.275
H 3.256 0.297 -4.660
H 7.040 1.465 5.106
H -2.814 -2.082 -7.199
H 1.743 -1.408 5.091
H -2.289 -2.351 -4.929
H 3.365 7.570 -0.015
H 1.860 -1.883 -4.583
H 2.476 -2.758 7.089
H 1.968 2.205 -3.623
H -2.066 1.404 6.621
H 2.467 -3.760 5.646
H 6.343 6.008 3.887
H -2.774 7.947 0.265
H -5.479 -3.095 -3.013
H -5.265 2.449 -0.184
H 0.560 2.202 0.730
H 5.810 -3.103 -1.374
H 3.181 -9.023 0.882
H -2.406 -3.724 -6.747
H -0.487 -5.559 -1.307
H 3.500 -0.902 -8.916
H -4.561 3.381 1.190
H 2.871 1.340 -2.323
H 2.172 6.385 0.544
H 0.925 1.418 -1.410
H -0.071 3.256 4.638
H 4.233 0.479 5.910
H 0.803 3.988 -2.428
H 0.717 -2.957 -5.212
H 6.847 -5.248 -0.563
H 2.105 -4.214 -3.586
H -2.427 0.204 -6.126
H 2.172 -4.863 -5.203
H -3.593 -2.253 3.748
H -5.769 3.600 -5.252
H -4.214 1.707 -5.392
H -8.306 -0.195 0.029
H 4.761 5.745 4.854
H 2.992 -2.595 -9.071
*
```

These are the Löwdin partial charges, in e, on atoms 1 to 4: 0.7271 0.6762 0.6853 0.7032